Record 1
39
Properties=species:S:1:pos:R:3:forces:R:3 method="wB97M-V/def2-TZVPD" homo_lumo_gap_ha=0.1486 total_charge=-2 homo_ev=0.2643 spin_multiplicity=1
H -1.89983 -2.60371 1.08807 0.09 -0.87 0.20
H -1.10186 -6.61719 -0.28916 -0.98 -2.12 -0.41
O 0.51981 3.67075 0.92838 0.00 1.54 0.84
C -0.75384 1.13096 -0.38216 0.84 -0.77 0.79
C 0.74436 -0.06283 2.91578 4.05 0.22 2.95
C -0.21288 -0.94493 2.21919 -1.54 -0.17 0.07
O 2.29824 5.38882 1.69953 -0.19 -1.81 -0.63
C -1.31891 1.46199 -2.69124 0.12 -2.78 1.10
S 1.07369 5.06947 0.95511 -0.09 2.46 1.28
H 2.18556 4.42699 -0.94343 -0.68 0.59 -0.18
C 0.33458 -5.18836 -0.59453 -0.02 -0.25 -0.15
C -0.51151 -0.26501 -0.60602 0.34 1.62 1.19
O 0.10342 6.09696 1.37933 -0.72 -1.11 -1.06
H 0.95730 -5.83881 -1.17727 0.25 -0.40 -0.08
H -1.82006 -0.39619 -3.64986 0.62 0.12 -0.29
H 1.73145 -3.65316 -0.77251 0.87 0.36 -0.04
H -1.15980 3.02530 -1.25242 0.20 1.02 0.16
Zn 1.82369 2.19654 1.30527 0.96 -0.08 -0.40
H 2.00357 6.25852 -0.90411 -0.23 -0.80 0.45
C -1.72514 -4.73427 0.51901 0.30 1.15 0.22
H -1.16402 -0.36794 2.10784 0.49 -0.63 0.02
H -0.37772 -1.89876 2.75381 0.14 0.56 -0.26
H 0.60284 5.33101 -1.39149 -0.08 -0.55 0.15
C -1.31749 0.04997 -2.78836 -0.99 0.83 -2.09
C -0.90202 -5.61533 -0.17477 0.68 1.65 0.79
P 0.57138 -1.22399 0.57884 0.22 -0.06 -0.75
O 3.13956 1.90056 0.23839 0.93 -0.03 -0.89
C -0.83221 -0.78316 -1.84070 0.79 -1.00 1.28
O 0.83359 1.12368 2.46612 -1.76 -0.46 0.71
C 1.48236 5.28025 -0.74969 1.24 0.52 -0.56
H -0.56237 1.51216 0.66164 -0.32 -0.17 -1.44
C 0.03936 -2.97947 0.28932 -2.70 0.03 1.04
H -0.58282 -1.84154 -1.94613 -0.66 0.16 -0.64
C -1.25836 -3.42643 0.72981 0.36 0.68 -0.81
C 0.79924 -3.91806 -0.33622 0.42 0.05 -0.82
H -2.71223 -5.02329 0.87189 0.13 0.01 -0.08
O 1.54243 -0.50252 3.81937 -2.46 0.32 -1.82
H -1.51880 1.96665 -3.58004 -0.55 1.25 -1.03
C -1.05454 1.99435 -1.45664 -0.10 -1.07 1.21


Record 2
36
Properties=species:S:1:pos:R:3:forces:R:3 method="wB97M-V/def2-TZVPD" homo_lumo_gap_ha=0.3423 de_lowest_kcal_mol=30.6 smiles="C[C@@H](NC(=O)c1ccccc1-c1ccccc1)B(O)O" total_charge=0 homo_ev=-8.7377 spin_multiplicity=1
C -0.68046 -1.91087 3.71196 2.94 -0.50 1.05
C -0.70518 2.39279 0.61930 -2.38 0.46 -1.13
H -1.43539 -2.49748 -4.40623 -0.20 -0.61 -0.11
H 0.02737 -2.57572 4.38906 -1.60 1.29 -1.32
O 1.48756 -0.70316 4.82504 -0.35 -0.62 -0.66
O 1.40431 -0.19591 0.22650 0.25 -0.38 0.91
H 0.83920 -2.01522 2.11404 -0.56 -0.92 -1.14
H 1.72178 0.26304 -1.79669 -0.20 -0.23 -0.30
C -0.28987 -0.05135 -2.28392 -1.45 -0.46 -0.37
H -0.98548 -1.09638 4.35103 -0.58 0.01 0.34
C -1.53494 3.44919 -1.46306 0.69 -1.80 3.33
H -0.70777 2.39009 1.68374 0.70 0.23 0.70
C -1.27095 2.23660 -2.09136 0.34 0.92 -0.31
C 1.56852 -1.18891 -3.30043 -0.99 -2.36 -0.83
N -0.21636 -0.21824 1.85311 -2.03 0.41 -1.21
C -1.31186 3.48030 -0.05202 1.00 1.30 -0.67
C -0.73392 -1.94840 -3.82158 3.46 1.84 0.26
C 0.31634 0.17731 0.63648 -1.33 -0.46 1.71
H 2.32960 -0.43278 5.15392 0.92 0.53 0.59
H -1.18257 0.05510 2.11948 1.13 0.02 -0.87
H -2.24445 -0.93856 -2.91280 -0.06 1.09 0.13
C 0.25576 -1.30192 2.66617 2.48 -0.06 1.77
H 1.11575 -2.74198 -4.69329 0.01 -0.20 -0.06
O 2.53869 -0.03062 2.78858 -1.69 -1.22 -1.30
H -1.34484 2.15627 -3.14377 -0.38 0.00 -1.00
H 2.62124 -1.31148 -3.44758 0.44 0.14 0.08
H -1.38965 4.49651 0.45124 -0.20 -1.61 -0.41
C -0.67384 1.16624 -1.46633 -0.49 -1.57 0.72
C -1.16733 -0.87570 -3.04761 -0.66 -0.75 0.90
H -1.89659 4.33446 -1.88941 -0.48 0.81 -1.05
H -1.45942 -2.53305 3.37878 -1.18 -0.52 -0.63
B 1.51765 -0.70042 3.44889 0.25 1.32 0.66
C 0.70519 -2.04116 -3.98259 -1.68 -0.03 -0.45
C 1.03527 -0.35852 -2.37097 1.61 2.57 0.42
H 2.23818 -0.13084 1.81760 1.25 0.41 1.21
C -0.49153 1.20076 -0.06529 1.02 0.93 -0.96


Record 3
49
Properties=species:S:1:pos:R:3:forces:R:3 method="wB97M-V/def2-TZVPD" homo_lumo_gap_ha=0.2764 total_charge=+2 homo_ev=-13.3173 spin_multiplicity=1
N 0.42307 2.65003 2.65466 0.25 0.27 0.53
C 3.16631 -0.68940 -0.08767 0.01 0.79 -0.25
C -2.46508 -2.43869 3.52242 0.13 0.04 -0.20
Cl 2.41407 3.17840 -0.77706 -0.02 0.20 -0.06
N -1.35505 2.15638 -0.30356 -0.42 0.83 -0.28
N -0.74938 4.25330 1.49281 -0.04 0.30 -0.05
H -4.38744 -0.90707 1.08058 -0.05 0.08 0.23
C 2.46293 0.52870 -0.33575 0.37 0.08 -0.07
C 2.53378 -1.89005 0.31183 0.20 -0.55 0.22
N -4.05212 -1.43912 -2.08268 0.34 -0.03 -0.19
H 3.20122 -2.75513 0.41252 0.01 -0.01 0.01
H 0.51146 -2.03227 -4.71737 0.03 -0.08 -0.15
N -0.76534 1.99005 0.84110 0.53 -0.97 1.51
H -3.50392 -2.71226 3.35605 0.15 0.09 -0.11
I -2.30944 -0.29078 3.47985 -0.22 -0.45 0.15
I -1.23198 -3.39350 2.02636 -0.42 -0.21 0.79
O -1.68468 3.22364 -0.74644 -0.27 0.72 -0.53
Bi -0.44729 -0.58027 0.44714 0.26 0.73 0.69
C 3.25332 1.68315 -0.60231 -0.08 -0.25 0.10
C 4.61927 1.63268 -0.71056 -0.18 -0.31 0.09
O -1.57533 1.09063 -0.91455 0.02 -0.44 -0.33
O 1.33704 -2.09475 0.59426 0.20 0.21 -0.28
N -0.40317 -1.40517 -1.65217 -0.91 -0.26 -0.33
H 0.73489 3.38578 3.28375 0.01 -0.26 -0.16
H 1.89262 1.30293 2.54696 -0.07 0.19 0.00
C 0.59966 -1.54980 -2.55674 0.08 -0.21 -0.74
H -0.42679 4.99279 2.10060 0.02 -0.14 -0.05
C -4.88371 -1.19061 -1.03821 -0.14 0.07 0.57
H -4.35232 -1.53935 -3.04078 0.07 0.00 0.05
C -1.55360 -1.61447 -2.29366 0.67 -0.04 -0.26
H -5.94598 -1.09588 -1.14763 -0.13 -0.04 -0.07
H 5.08744 -1.66057 -0.05435 0.15 -0.10 0.02
H -2.13916 -2.77281 4.50443 0.10 0.05 -0.20
H -1.96216 -2.11550 -4.31128 -0.04 0.02 0.12
C 5.28722 0.40558 -0.53660 -0.31 -0.17 0.07
H 5.17873 2.53128 -0.92608 0.05 0.03 -0.03
H -1.33226 4.49187 0.69549 0.19 -0.09 0.18
C 4.57828 -0.72382 -0.21687 0.03 0.30 -0.08
C -2.79077 -1.47688 -1.59562 -0.78 0.02 0.48
H 1.62897 -1.43333 -2.29777 0.28 0.08 0.03
C -0.37051 2.99505 1.63815 -0.43 0.19 -0.58
C 0.05020 -1.85852 -3.76645 0.80 0.11 0.22
N 0.90977 1.34703 2.80941 0.19 -0.21 -0.01
N -1.29875 -1.89844 -3.58225 -0.43 0.06 0.21
N -2.79349 -1.27235 -0.28308 0.30 -0.21 -0.87
Cl 6.99040 0.35656 -0.71889 0.24 -0.02 0.00
H 0.83050 1.06014 3.78370 -0.16 0.12 -0.22
C -4.08563 -1.09327 0.07110 -0.66 0.03 -0.20
O 1.17422 0.66808 -0.35678 0.07 -0.54 0.03


Record 4
43
Properties=species:S:1:pos:R:3:forces:R:3 method="wB97M-V/def2-TZVPD" homo_lumo_gap_ha=0.2799 de_lowest_kcal_mol=0.0 smiles="O=C1C=C(O)C(=O)C=C1O.O=C1C=C(O)C(=O)C=C1O.NCCCP(Br)Br" total_charge=0 homo_ev=-9.2251 spin_multiplicity=1
H 1.07337 3.45955 -2.27755 0.00 -0.09 0.05
O 1.33462 0.06255 -2.95521 -0.05 0.05 0.03
C 0.53501 -1.39809 -1.32593 0.06 0.12 -0.01
C -1.12820 -3.79291 4.87992 -0.08 -0.10 0.00
C 0.81871 3.42305 -3.33700 -0.07 -0.05 0.01
O -1.93624 -5.24311 6.51045 -0.01 -0.01 0.01
H -1.01114 5.21352 -1.82919 0.07 -0.06 0.05
C -0.08820 4.61183 -3.68552 0.05 0.04 -0.06
C 0.46528 -1.79658 -0.04618 -0.07 -0.07 0.00
C 2.03439 0.14625 0.50397 -0.04 -0.09 -0.01
Br 3.83395 3.70447 -2.54570 0.08 0.01 0.04
C 2.10826 0.53830 -0.77758 0.01 0.10 -0.05
H -3.25584 -6.60277 4.64026 0.00 0.00 -0.02
O 2.66065 0.73820 1.50222 0.08 0.09 0.00
H 2.42821 0.23060 2.30717 -0.03 -0.03 -0.02
C -1.94842 -4.99581 5.31771 0.00 0.01 -0.01
H -0.44541 -2.56081 3.27674 0.02 -0.01 0.01
H 2.69885 1.38077 -1.11092 0.03 0.01 0.08
H -0.13454 -2.63714 0.27746 -0.01 0.01 -0.01
Br 2.68084 4.86494 -5.54222 0.02 0.04 -0.07
O -3.19402 -5.96693 2.03616 -0.06 -0.10 0.02
C 1.35965 -0.19959 -1.76214 0.05 -0.06 -0.03
H 0.29015 5.16602 -4.54446 0.05 -0.05 0.00
H -1.06442 4.21889 -3.97572 -0.04 0.09 -0.05
O -0.52317 -3.18774 5.88469 0.07 0.09 -0.02
H -1.26805 6.96148 -3.68376 -0.09 -0.04 0.12
O 1.23989 -1.31004 2.13281 -0.03 0.02 0.03
H 0.29625 2.47729 -3.48882 -0.02 -0.06 -0.04
H 0.17860 7.48516 -3.18467 -0.01 -0.05 0.00
C -2.67102 -5.75158 4.32234 -0.04 -0.06 0.02
H -0.76499 -3.69359 6.68815 -0.03 -0.03 -0.02
O -0.09769 -1.98564 -2.32613 -0.06 -0.10 0.03
P 2.44121 3.09592 -4.20216 -0.09 0.07 0.08
H -2.94347 -5.46829 1.23132 0.03 0.03 0.02
C 1.20865 -1.05309 0.93987 0.01 -0.02 -0.04
O -1.76046 -3.92932 1.40819 0.02 -0.01 -0.01
C -1.04091 -3.40517 3.59732 0.06 0.07 0.00
C -2.58457 -5.36384 3.04130 0.05 0.07 -0.01
C -1.75670 -4.16662 2.60682 -0.01 0.01 0.02
H 0.68046 5.65576 -1.96227 0.00 0.04 0.01
H 0.14320 -1.48430 -3.13148 0.03 0.03 0.02
C -0.25648 5.59872 -2.52012 0.00 0.02 0.01
N -0.63627 6.95967 -2.89011 0.07 0.04 -0.16


Record 5
40
Properties=species:S:1:pos:R:3:forces:R:3 method="wB97M-V/def2-TZVPD" homo_lumo_gap_ha=0.1491 total_charge=-2 homo_ev=-0.1102 spin_multiplicity=1
O -0.74979 4.63441 -0.62946 1.43 0.42 -0.40
C -1.27006 2.94558 0.82196 0.92 -0.33 2.48
H 2.37734 2.73296 -2.14872 0.13 0.21 -0.38
C 1.27556 -4.22580 1.66871 -0.24 0.86 0.10
H -2.36878 1.35161 1.59852 -0.04 -0.02 0.36
C -1.46503 -0.65344 -0.53667 -0.79 0.90 -0.40
C 0.61548 2.65043 -1.01631 0.86 0.67 0.20
C -0.30780 -5.56205 -0.23166 0.12 -0.60 -0.06
O -2.83705 4.95964 -1.25861 -3.85 2.73 -3.54
H -0.70958 0.95894 1.30437 0.29 -0.08 -0.04
H 0.54506 1.61796 -0.69511 -0.37 -0.31 -0.44
C 0.28307 -3.47879 0.97104 0.94 -0.61 0.67
H -3.11430 0.65199 -0.34589 -0.27 0.05 -0.08
H 2.51038 1.07168 -0.12752 -0.08 -0.21 0.07
H 2.31779 4.02191 -0.94641 0.00 0.20 -0.04
O -2.37672 3.80826 0.58191 -0.26 -0.56 -1.14
H 3.10004 2.52064 0.72278 0.29 -0.27 0.31
O 2.46078 -6.22453 2.10254 -0.09 0.23 0.00
C -0.08096 3.52418 0.01610 -1.97 0.56 -0.33
C -2.03781 0.76750 -0.42125 0.30 -0.15 0.40
C 0.75155 -6.29629 0.40423 -0.82 0.26 -0.68
C 2.11196 2.97217 -1.13104 0.02 -1.14 0.01
O 0.14985 -2.25550 1.18489 -0.32 0.13 -0.03
C -2.07459 4.52375 -0.54015 2.87 -2.46 3.79
Cl -0.09906 2.86730 -2.64572 -0.25 -0.31 0.17
H 0.58300 3.95591 0.75482 0.64 -0.07 -0.24
C 1.59101 -5.57231 1.49026 0.06 -0.69 -0.20
Br -0.04066 -0.83863 -1.84528 0.17 0.13 0.07
H 1.82727 -3.64727 2.40598 0.12 -0.11 0.01
C -0.62357 -4.22568 -0.03948 0.09 0.59 0.30
O 0.97028 -7.47300 0.08756 0.39 -0.12 0.37
H -1.07968 -1.02149 0.40462 0.25 -0.43 -0.06
H -0.89581 -6.14911 -0.93257 -0.04 0.11 -0.06
H -1.00970 3.16858 1.86243 0.04 -0.01 0.09
H -2.23792 -1.30659 -0.89276 0.02 -0.55 -0.09
C 2.97389 2.04368 -0.24388 -0.52 0.92 -0.24
H -1.87230 1.38777 -1.29652 0.16 -0.03 -0.20
C -1.57068 1.46161 0.87281 -0.51 0.28 -0.95
O -1.54360 -3.56937 -0.58428 -0.07 -0.20 -0.04
H 3.92115 1.90140 -0.74624 0.41 -0.01 0.24


Record 6
35
Properties=species:S:1:pos:R:3:forces:R:3 method="wB97M-V/def2-TZVPD" homo_lumo_gap_ha=0.3203 de_lowest_kcal_mol=0.0 smiles="CCN(CC)C(=O)Oc1ccc2cc(Br)ccc2c1" total_charge=0 homo_ev=-8.2359 spin_multiplicity=1
O 0.69028 0.04301 0.68496 0.01 0.03 0.21
H -1.38105 3.99642 0.85623 0.00 0.08 0.07
H -2.98274 4.75610 -0.86615 -0.03 0.08 0.02
C -2.44466 1.45098 -2.80732 -0.11 0.10 -0.09
H 2.23573 -0.36533 2.45893 0.11 -0.16 0.05
Br -4.70211 4.88795 -3.26809 0.15 -0.16 0.09
C -0.36840 2.13037 0.78029 0.04 -0.05 0.00
C 2.90541 -2.75024 0.30402 0.00 -0.22 -0.26
C -1.93726 2.87118 -0.89282 0.03 -0.30 -0.22
C -0.85042 0.68836 -1.09595 0.26 -0.25 0.20
C -2.83066 3.83269 -1.40483 -0.23 0.08 -0.27
O 1.30561 -1.09811 -1.19161 -0.17 0.09 -0.23
C 2.11674 -1.43829 2.28125 -0.27 0.13 0.29
C 1.35293 -0.93528 0.00374 0.25 -0.10 -0.18
H 0.70454 -2.99164 2.82081 -0.02 -0.11 0.01
H -3.84628 2.23676 -4.21192 -0.02 -0.03 -0.05
H 2.90753 -2.61808 -0.77971 0.11 -0.02 0.18
N 2.09819 -1.67756 0.85108 0.02 0.12 0.08
C -3.30701 2.39405 -3.29045 0.06 -0.17 -0.06
H -0.70374 -0.22636 -1.64589 0.02 -0.02 0.01
H -0.01608 -1.39398 2.61381 -0.08 0.03 0.00
C -1.73857 1.65862 -1.60319 -0.04 0.36 0.30
H 0.93904 -1.74901 4.05483 -0.05 -0.01 0.15
C -3.49192 3.58609 -2.57492 -0.07 0.39 0.22
C -0.17119 0.92597 0.06978 -0.36 0.13 -0.48
C 0.85342 -1.92817 2.98614 0.22 0.07 -0.05
C 2.36783 -4.13469 0.65185 0.12 0.24 -0.06
H 3.93002 -2.64099 0.67518 -0.05 0.03 -0.06
H 2.40999 -4.31465 1.72334 -0.03 -0.08 0.11
H -2.29018 0.52944 -3.34821 0.01 -0.10 -0.07
H 2.99138 -1.95302 2.68428 0.00 0.07 -0.05
H 2.96688 -4.89189 0.15316 0.05 -0.13 -0.01
C -1.23048 3.07606 0.31165 0.12 -0.12 0.08
H 1.33837 -4.23097 0.31669 -0.11 -0.04 -0.02
H 0.17884 2.27420 1.69904 0.05 0.04 0.10


| no. | LUMO level (eV) |
| --- | --- |
| 1 | 4.308 |
| 2 | 0.578 |
| 3 | -5.797 |
| 4 | -1.610 |
| 5 | 3.947 |
| 6 | 0.481 |